1.
Formula: C21H28BN7O3PdS
Source: OMol25
Level of theory: wB97M-V/def2-TZVPD

## Properties
- Gap between HOMO and LUMO (spin up / spin down): 6.6 / 6.6 eV
- Charge: 0
- 2S+1: 1
- Energy relative to the best compared isomer or geometry (same formula, charge and spin): 0.00 kcal/mol

Each line ends with the Löwdin charge.
CARTESIAN COORDINATES (ANGSTROEM)
Pd1 -0.698 -0.298 -0.456  1.00
C1 0.264 -2.050 -3.507  -0.03
C2 1.268 -1.175 -2.835  -0.33
C3 2.574 -0.876 -3.230  0.02
C4 3.073 -0.037 -2.249  -0.26
C5 4.428 0.578 -2.143  -0.01
N1 2.105 0.152 -1.334  0.04
N2 1.002 -0.546 -1.697  0.00
B1 2.141 0.969 -0.011  -0.50
N3 1.700 0.039 1.132  0.04
N4 0.515 -0.611 1.075  -0.05
C6 0.344 -1.321 2.186  -0.29
C7 -0.874 -2.146 2.395  -0.01
C8 1.462 -1.112 3.003  0.04
C9 2.290 -0.250 2.308  -0.26
C10 3.615 0.305 2.705  -0.01
N5 1.200 2.187 -0.092  0.02
N6 -0.154 2.042 -0.109  0.06
C11 -0.668 3.264 -0.131  -0.35
C12 -2.145 3.482 -0.139  -0.03
C13 0.355 4.220 -0.141  0.01
C14 1.528 3.495 -0.107  -0.27
C15 2.934 3.994 -0.074  -0.02
H1 0.754 -2.903 -3.974  0.09
H2 -0.451 -2.435 -2.779  0.05
H3 -0.274 -1.514 -4.292  0.08
H4 3.093 -1.237 -4.101  0.11
H5 5.026 0.287 -3.004  0.08
H6 4.372 1.666 -2.117  0.07
H7 4.942 0.251 -1.239  0.09
H8 3.260 1.336 0.181  0.11
H9 -1.388 -2.327 1.449  0.05
H10 -0.637 -3.117 2.826  0.10
H11 -1.587 -1.678 3.072  0.09
H12 1.645 -1.548 3.969  0.12
H13 3.907 -0.110 3.667  0.08
H14 4.385 0.059 1.973  0.08
H15 3.577 1.391 2.797  0.08
H16 -2.633 2.730 0.479  0.05
H17 -2.401 4.459 0.268  0.08
H18 -2.557 3.436 -1.151  0.08
H19 0.254 5.292 -0.147  0.11
H20 2.930 5.081 -0.125  0.08
H21 3.445 3.696 0.842  0.08
H22 3.517 3.616 -0.914  0.07
N7 -2.195 -0.170 -1.827  0.02
C16 -2.928 -0.940 -0.867  -0.36
C17 -3.410 -0.285 0.272  -0.04
C18 -4.020 -1.028 1.271  -0.04
C19 -4.123 -2.403 1.148  -0.24
C20 -3.654 -3.050 0.002  -0.03
C21 -3.054 -2.327 -1.005  -0.03
S1 -4.741 -3.370 2.540  0.40
O1 -5.679 -2.482 3.191  -0.34
O2 -5.301 -4.553 1.924  -0.34
O3 -3.497 -3.585 3.268  -0.34
H23 -2.078 -0.621 -2.727  0.11
H24 -2.532 0.780 -1.938  0.12
H25 -3.353 0.795 0.331  0.09
H26 -4.420 -0.557 2.160  0.13
H27 -3.772 -4.123 -0.070  0.13
H28 -2.685 -2.818 -1.899  0.11

***

2.
Formula: C21H28BaNP
Source: OMol25
Level of theory: wB97M-V/def2-TZVPD

## Properties
- Gap between HOMO and LUMO: 5.4 eV
- Charge: 0
- 2S+1: 1
- Energy relative to the best compared isomer or geometry (same formula, charge and spin): 10.97 kcal/mol

Each line ends with the Löwdin charge.
CARTESIAN COORDINATES (ANGSTROEM)
C1 0.647 3.416 -3.225  -0.10
C2 -0.665 2.962 -3.037  -0.06
C3 -0.872 1.770 -2.319  -0.25
C4 0.226 1.125 -1.773  -0.15
C5 1.524 1.556 -1.917  -0.34
C6 1.731 2.724 -2.670  -0.06
C7 -2.262 1.115 -2.157  -0.12
C8 -2.006 -0.360 -1.715  -0.51
N1 -2.040 -1.614 -2.363  -0.28
Ba1 -0.763 -0.892 0.593  1.53
C9 2.649 0.808 -1.271  -0.31
P1 1.980 -0.765 -0.583  0.67
H1 -1.548 3.479 -3.458  0.11
H2 2.739 3.088 -2.817  0.10
H3 0.800 4.314 -3.831  0.09
H4 3.089 1.352 -0.427  0.09
H5 3.450 0.552 -1.969  0.09
H6 -2.822 1.586 -1.323  0.11
H7 -2.913 1.114 -3.049  0.11
H8 -0.794 -0.306 -1.702  0.00
C10 3.389 -1.475 0.323  -0.32
C11 1.980 -1.800 -2.084  -0.28
H9 -2.522 -0.490 -0.738  -0.01
C12 -1.758 -1.499 -3.829  -0.05
C13 -3.056 -2.629 -1.997  -0.09
H10 0.322 -2.508 2.445  0.02
H11 -2.456 -2.150 -4.392  0.08
H12 -1.935 -0.475 -4.183  0.08
H13 -0.694 -1.705 -4.077  0.08
H14 -3.518 -3.037 -2.900  0.07
H15 -2.663 -3.513 -1.446  0.07
H16 -3.881 -2.248 -1.383  0.08
H17 2.996 -1.827 -2.499  0.05
H18 1.658 -2.822 -1.836  0.04
H19 1.295 -1.398 -2.840  0.03
H20 4.305 -1.436 -0.282  0.04
H21 3.541 -0.917 1.258  0.04
H22 3.167 -2.519 0.585  0.03
H23 -0.501 -2.789 2.611  0.04
C14 -0.602 1.624 1.642  -0.24
C15 -0.376 1.464 2.867  -0.30
C16 -0.158 1.238 4.269  -0.29
C17 -1.160 1.556 5.218  -0.05
C18 -1.146 0.958 6.481  -0.09
C19 -0.079 0.115 6.850  -0.11
C20 1.005 -0.058 5.974  -0.10
C21 0.995 0.537 4.712  -0.06
H24 -1.966 2.232 4.932  0.11
H25 -1.956 1.141 7.183  0.10
H26 -0.080 -0.372 7.824  0.09
H27 1.857 -0.663 6.289  0.10
H28 1.848 0.440 4.037  0.11

***

3.
Formula: C21H28Cl3FeO4
Source: OMol25
Level of theory: wB97M-V/def2-TZVPD

## Properties
- Gap between HOMO and LUMO (spin up / spin down): 6.0 / 6.6 eV
- Charge: -1
- 2S+1: 5

Each line ends with the Löwdin charge.
CARTESIAN COORDINATES (ANGSTROEM)
O1 2.443 -0.836 0.933  -0.14
C1 2.191 -1.038 -0.456  -0.17
C2 2.995 -2.373 -0.549  -0.05
H1 2.662 -0.236 -1.075  0.06
H2 1.136 -0.996 -0.522  0.09
C3 3.097 -2.136 1.000  -0.49
H3 3.941 -2.305 -1.126  0.11
H4 2.405 -3.196 -0.961  0.10
C4 4.458 -1.597 1.599  -0.01
H5 4.918 -0.909 0.871  0.08
H6 5.188 -2.382 1.785  0.06
H7 4.316 -1.090 2.573  0.09
C5 2.119 -3.040 1.732  -0.01
H8 1.281 -3.144 1.031  0.08
H9 1.716 -2.618 2.658  0.09
H10 2.495 -3.999 1.971  0.06
Fe1 -2.521 -0.255 0.753  0.69
C6 -3.431 -2.553 0.526  -0.17
C7 -3.999 -1.956 -0.625  -0.16
C8 -2.945 -1.410 -1.419  -0.18
H11 -5.052 -1.987 -0.886  0.09
C9 -1.696 -1.750 -0.803  -0.18
C10 -2.000 -2.438 0.431  -0.23
H12 -1.275 -2.886 1.103  0.08
H13 -3.981 -3.095 1.294  0.09
H14 -3.045 -0.856 -2.347  0.09
H15 -0.706 -1.632 -1.245  0.08
C11 -2.918 -0.224 3.339  -0.16
C12 -1.949 -1.194 2.959  -0.21
C13 -0.854 -0.527 2.311  -0.19
H16 -2.049 -2.253 3.164  0.09
C14 -1.194 0.873 2.247  -0.18
C15 -2.479 1.048 2.884  -0.17
H17 -3.034 1.967 3.038  0.09
H18 -3.840 -0.440 3.875  0.08
H19 0.105 -0.954 2.031  0.07
H20 -0.549 1.628 1.817  0.09
O2 1.277 1.960 -1.058  -0.14
C16 2.666 1.815 -1.560  -0.20
C17 3.037 2.899 -2.595  -0.15
H21 2.670 0.859 -2.135  0.10
H22 3.315 1.737 -0.657  0.13
C18 1.637 3.538 -2.931  -0.15
H23 3.454 2.400 -3.501  0.11
H24 3.775 3.598 -2.138  0.10
C19 0.634 2.767 -2.054  -0.23
H25 1.340 3.419 -3.987  0.10
H26 1.636 4.609 -2.658  0.10
H27 0.020 2.036 -2.591  0.11
H28 -0.025 3.458 -1.525  0.07
Cl1 -5.269 3.197 -0.737  0.61
C20 -3.562 3.003 -1.236  -1.45
Cl2 -3.363 2.566 -2.953  0.61
Cl3 -2.528 4.401 -0.822  0.61
C21 -3.019 1.815 -0.451  -0.83
O3 -3.847 1.160 0.276  -0.13
O4 -1.796 1.554 -0.598  -0.06

***

4.
Formula: C21H28ClF3InN2O5S
Source: OMol25
Level of theory: wB97M-V/def2-TZVPD

## Properties
- Gap between HOMO and LUMO: 4.1 eV
- Charge: -1
- 2S+1: 1
- Energy relative to the best compared isomer or geometry (same formula, charge and spin): 21.09 kcal/mol

Each line ends with the Löwdin charge.
CARTESIAN COORDINATES (ANGSTROEM)
In1 -0.548 0.108 0.206  0.35
Cl1 1.714 -0.126 -0.581  0.08
N1 -0.178 2.390 -0.044  0.04
N2 -0.409 -2.261 0.339  0.05
C1 -0.959 3.061 -0.857  -0.36
C2 -0.881 -2.903 -0.695  -0.35
C3 0.910 3.299 0.401  -0.56
C4 0.279 4.657 0.124  -0.07
C5 2.147 3.151 -0.463  -0.07
C6 1.252 3.061 1.857  -0.04
H1 1.909 3.379 -1.511  0.09
H2 2.532 2.129 -0.403  -0.01
H3 2.903 3.863 -0.105  0.09
H4 0.344 3.070 2.465  0.06
H5 1.918 3.868 2.190  0.09
H6 1.774 2.106 1.985  0.08
C7 0.425 -3.192 1.150  -0.55
C8 0.274 -4.504 0.385  -0.07
C9 -0.133 -3.284 2.558  -0.03
C10 1.881 -2.786 1.198  -0.09
H7 2.277 -2.667 0.184  0.05
H8 2.440 -3.582 1.710  0.09
H9 2.023 -1.850 1.747  0.06
H10 -1.203 -3.520 2.523  0.09
H11 0.003 -2.341 3.096  0.06
H12 0.396 -4.081 3.096  0.09
O1 -0.488 -4.168 -0.818  0.01
H13 -0.305 -5.256 0.937  0.12
H14 1.220 -4.944 0.049  0.13
O2 -0.754 4.372 -0.890  0.01
H15 0.951 5.410 -0.304  0.13
H16 -0.228 5.068 1.008  0.13
C11 -2.026 2.487 -1.732  -0.05
C12 -1.844 -2.390 -1.722  -0.05
C13 -1.385 -1.151 -2.443  -0.23
H17 -2.781 -2.170 -1.178  0.14
H18 -2.038 -3.208 -2.422  0.12
C14 -1.425 0.068 -1.799  -0.19
C15 -1.522 1.271 -2.461  -0.22
H19 0.313 0.233 2.897  -0.03
C16 -1.074 1.292 -3.801  -0.23
C17 -0.728 0.083 -4.411  -0.02
C18 -0.953 2.591 -4.528  -0.06
C19 -0.901 -1.146 -3.769  -0.23
H20 -0.358 0.097 -5.439  0.11
C20 -0.585 -2.435 -4.454  -0.06
H21 -0.064 -2.244 -5.397  0.07
H22 -1.497 -3.003 -4.680  0.08
H23 0.054 -3.071 -3.826  0.08
H24 -1.930 3.077 -4.647  0.08
H25 -0.533 2.424 -5.524  0.07
H26 -0.299 3.290 -3.991  0.08
H27 -2.359 3.272 -2.418  0.12
H28 -2.869 2.221 -1.073  0.13
F1 -2.919 2.082 4.894  0.13
C21 -1.691 1.946 4.364  -0.61
F2 -1.746 2.318 3.050  0.08
F3 -0.827 2.763 5.003  0.12
S1 -1.118 0.165 4.457  0.63
O3 0.380 0.337 3.877  -0.20
O4 -1.004 -0.196 5.831  -0.26
O5 -1.891 -0.567 3.486  -0.30